This record from OMol25 describes a 2-piece molecular cluster, CH6N2O overall at a distorted geometry. The level of theory is the ωB97M-V functional and the def2-TZVPD basis.

## Properties
- frontier orbital gap (eV) = 10.755
- energy relative to the best compared isomer or geometry (same formula, charge and spin) (kJ/mol) = 9.5
- SMILES = NC=O.N
- calculated total energy (eV) = -6162.3970

Each line ends with the natural charge from an NBO analysis.
Element x y z (Å)
N (1.77, 0.19, 0.31)  -1.0820
H (2.28, -0.49, 0.84)  0.3586
H (1.21, 0.67, 0.99)  0.3770
H (2.44, 0.87, -0.02)  0.3631
C (-1.69, 0.18, -0.02)  0.5312
N (-0.86, -0.50, -0.84)  -0.8330
O (-1.47, 1.15, 0.66)  -0.6132
H (-2.70, -0.25, -0.03)  0.0889
H (-1.11, -1.46, -0.98)  0.3793
H (0.15, -0.36, -0.92)  0.4301